C45H105N15O15 | the ωB97M-V functional and the def2-TZVPD basis

The geometry in XYZ format:
```
180
Properties=species:S:1:pos:R:3:forces:R:3
O -1.5382 6.3234 -1.8913 0.4 -0.4 0.3
O -2.0366 -3.9413 -2.3586 0.3 -0.4 -0.4
O 1.1776 0.6839 3.6576 0.0 0.3 0.3
O 1.1823 1.4907 -6.9899 0.3 0.2 -0.7
O -7.5742 2.7525 -1.8552 0.1 -1.0 0.2
O -3.0878 3.0838 3.9440 -0.3 0.4 -0.1
O -0.1113 -3.1266 5.3325 0.1 0.2 0.0
O 1.6381 -1.4003 -3.5302 0.0 -0.3 -0.6
O 6.5748 -1.8190 -0.4212 0.1 0.1 -0.3
O 2.2699 3.2195 1.3573 0.1 -0.1 -0.2
O 3.1500 1.4945 -2.3886 0.6 0.1 -0.1
O -0.9085 -3.3108 1.4399 0.2 0.1 -0.1
O 1.3113 6.6682 2.0636 0.2 -0.1 0.4
O -1.0333 1.3861 -1.4980 -0.3 0.1 -0.3
O 3.8375 -6.4731 0.7228 -0.1 0.3 -0.1
N -3.9228 -2.7321 -2.0288 1.2 -0.9 -0.6
N -4.4902 2.4931 2.2705 -1.3 -1.7 -1.0
N -0.1238 2.9180 -5.8531 -0.8 1.3 -1.0
N 0.3334 -0.0466 -0.4124 0.7 -0.3 -0.8
N 0.1181 4.7910 2.6021 0.5 0.1 0.6
N 3.0950 -4.7230 2.0367 -0.2 0.3 -0.7
N 4.3892 2.4205 1.1168 -1.1 -0.3 -0.5
N 4.4622 2.0325 -4.1934 0.4 0.0 -0.8
N 0.4053 0.6296 5.8112 0.7 0.5 -0.2
N -2.1711 -2.3148 4.7981 0.8 0.4 -0.1
N 5.4803 -3.5837 -1.4214 0.5 0.6 -1.5
N -0.5464 -5.5411 1.1884 0.1 -0.9 0.8
N 1.7603 -3.6723 -3.6542 -0.3 -0.3 -0.1
N -2.9510 5.2030 -0.5198 -0.4 0.8 -0.2
N -5.4162 2.5875 -2.4449 0.0 -0.8 -1.3
C 3.3278 1.6282 -3.5963 -0.7 -0.2 0.9
C -3.1923 4.0410 0.3047 -1.2 -0.1 -0.1
C -5.3019 3.9868 -2.8475 0.0 -0.2 0.6
C -3.7425 1.3249 1.8611 0.7 -0.4 0.4
C 0.5607 2.5416 -6.9562 -0.1 -1.1 1.5
C 4.6411 1.9365 -5.6626 -1.2 0.1 1.4
C -5.8970 2.4576 1.8241 0.9 1.4 0.5
C 1.5649 -0.8235 -0.4165 -0.1 -0.2 0.7
C 4.8875 3.0599 2.3075 1.6 -1.1 0.1
C -2.9699 -1.6588 3.7928 -0.5 0.0 -0.1
C 5.1941 -4.9943 -1.5098 0.0 -0.3 0.0
C -6.5867 2.0505 -2.0480 -0.4 1.7 -0.2
C 1.3307 0.4820 4.8520 0.0 -1.1 -0.9
C -2.8259 -2.7937 5.9889 -0.8 -0.1 -0.4
C 3.0916 2.5657 0.7424 0.3 -0.2 0.4
C 4.8771 -2.8087 -2.5017 -0.3 0.2 0.7
C -3.8861 6.3311 -0.3753 0.2 -0.4 2.5
C -0.8507 -2.5111 4.5819 -0.3 -0.3 -0.1
C -1.8029 5.3513 -1.2065 -0.4 -0.3 -0.8
C 5.2508 1.5716 0.3408 1.6 -0.5 0.4
C -3.3052 -1.8749 -1.0170 -1.0 0.3 0.0
C -0.7940 -4.3041 0.7338 -0.7 -0.1 0.2
C 1.3309 -3.8744 -2.3091 -0.3 -1.4 0.8
C -0.8447 4.1891 -5.8382 0.5 0.2 1.2
C -5.2513 -2.4007 -2.4576 -0.2 0.8 0.1
C -0.1170 5.1206 3.9968 -0.7 0.2 -0.3
C -3.1573 -3.6351 -2.7090 -0.5 0.9 0.8
C -4.2633 1.7389 -2.6453 1.5 -0.2 0.9
C -0.2651 0.0835 0.8858 -0.5 0.9 1.0
C -0.2112 2.2009 -4.6009 0.2 -0.6 -0.3
C -0.4068 -5.8657 2.6031 0.2 -0.4 0.4
C -0.0663 0.6269 -1.4963 -0.5 0.3 0.4
C -0.3754 3.4806 2.2384 -0.9 0.4 0.1
C 5.7040 2.2192 -3.4617 0.0 0.1 0.4
C 0.7894 0.3376 7.1811 -1.6 -0.3 0.5
C -0.9111 1.1205 5.4685 -0.8 0.0 0.7
C 2.7644 -4.2179 3.3350 -0.4 -0.2 2.1
C 1.8554 -2.4274 -4.1535 0.6 -0.1 0.0
C 0.8766 5.5636 1.7972 -0.7 0.2 -0.8
C -4.0648 3.3065 3.2459 0.5 -0.2 0.6
C 1.9540 -4.8645 -4.4326 -1.0 -1.0 -0.6
C 2.9799 -3.7348 0.9758 -0.8 -0.6 -0.1
C -0.5175 -6.7067 0.2997 0.5 1.2 -0.3
C 6.2547 -2.9857 -0.4888 -0.9 -0.9 0.8
C 3.5075 -5.9842 1.7873 -0.5 -0.2 0.8
H -3.5569 2.0095 -3.4329 -0.5 0.7 -0.2
H 0.3519 -4.3550 -2.1943 -0.5 0.8 -0.6
H 2.7654 -4.2354 0.0338 1.0 -0.1 -0.2
H -0.2706 3.2995 1.1701 0.5 -0.2 0.2
H -3.8592 6.4862 0.7136 -0.4 0.2 0.1
H -2.4531 -1.5691 2.8375 0.4 0.0 0.2
H -2.7986 1.2753 2.4034 -0.1 0.1 0.1
H 2.1895 -0.3999 0.3736 0.2 -0.3 0.1
H -3.4820 1.3218 0.7997 -0.3 0.2 -0.1
H -4.3968 0.6756 -2.8527 -0.9 0.1 0.2
H 3.2151 -4.7520 4.1785 0.5 -0.3 -0.5
H 0.1477 -0.4766 7.5359 0.4 -0.4 0.0
H 3.4377 -6.5971 2.7082 0.3 0.0 0.0
H -4.9255 6.0740 -0.5736 0.1 -0.1 -0.5
H 2.4523 1.4050 -4.2240 0.5 0.2 -0.7
H -0.6433 -5.0791 3.3116 -0.3 0.4 -0.4
H -6.5341 0.9596 -1.9186 -0.2 -0.1 0.1
H -4.7461 4.5039 -2.0662 0.2 0.2 -0.3
H -1.0080 -4.3060 -0.3450 0.2 0.3 -0.1
H 0.4906 3.2691 -7.7726 0.0 0.0 -0.2
H 0.3648 -7.3003 0.5340 -0.1 -0.2 0.0
H 5.6634 -5.5558 -0.7072 0.0 0.0 0.0
H 0.3406 1.2652 -4.6745 0.2 0.1 0.0
H 5.0760 0.9530 -5.8279 0.5 0.3 -0.7
H 2.5317 -5.6249 -3.9033 0.6 0.4 0.0
H 0.5345 0.4297 -2.3884 0.1 0.0 0.0
H 3.6612 1.9805 -6.1395 0.0 -0.1 0.0
H 5.7438 3.7016 2.0685 -0.7 0.8 -0.1
H -5.9863 2.4347 0.7396 0.1 -0.2 -0.1
H 6.0883 3.2377 -3.5380 -0.2 0.1 -0.1
H 2.2708 -2.5005 -5.1728 -0.2 0.6 -0.2
H -1.2041 5.0854 4.1115 0.0 -0.3 0.5
H 4.8254 1.0738 -0.5256 -0.6 0.7 -0.1
H -3.6639 1.7974 -1.7311 0.3 -0.2 -0.1
H 3.8109 -2.9243 -2.3000 -0.2 0.4 -0.5
H 5.4530 2.3163 2.8891 -0.6 -0.3 0.2
H -4.6443 4.2419 3.2971 -0.2 -0.1 0.3
H 6.4001 -3.7079 0.3418 0.6 0.1 -0.1
H 2.2282 -0.0502 5.2013 0.2 0.4 0.2
H -2.7727 3.1213 -0.1041 0.5 0.3 -0.1
H -3.4707 -3.6139 5.6511 0.0 -0.1 0.5
H 1.4035 -2.9494 -1.7571 -0.1 -0.1 0.1
H -4.7794 4.0554 -3.7993 0.1 0.0 0.0
H -3.6675 -4.0153 -3.6068 0.1 -0.3 0.0
H -5.6623 -3.0083 -3.2624 0.4 -0.5 0.2
H -2.1428 -3.1189 6.7656 0.3 -0.1 -0.3
H -1.6671 0.4570 5.9008 0.0 0.0 0.2
H -3.9085 -1.9078 -0.1062 0.1 -0.1 0.1
H -1.0976 0.7891 0.9025 0.0 -0.1 -0.6
H 5.5584 2.0042 -2.4104 -0.2 0.0 0.1
H -6.3009 3.4199 2.1434 -0.5 -0.2 0.0
H 5.1003 -3.1463 -3.5154 0.2 -0.4 0.2
H 0.1727 6.1270 4.2865 0.4 0.0 -0.4
H -0.2596 4.8872 -5.2280 -0.2 0.1 0.0
H 0.5306 1.1178 7.9023 0.3 0.5 -0.4
H 6.5059 1.5716 -3.8229 -0.2 -0.2 -0.2
H 0.9493 5.1450 0.7778 0.1 -0.1 0.2
H -2.2831 -2.1363 -0.7696 0.0 -0.2 -0.3
H 0.6097 -6.1739 2.8626 0.1 0.0 -0.3
H -1.1424 1.1492 4.4080 0.7 -0.1 -0.1
H 5.1884 2.8235 -5.9673 0.5 -0.4 -0.3
H 2.8710 1.9881 -0.1641 -0.2 0.1 -0.1
H -1.0281 -6.7308 2.8438 -0.2 0.1 -0.1
H -0.3828 -6.2889 -0.6991 -0.1 -0.4 -0.2
H -3.2952 -0.6700 4.1264 0.0 0.0 0.0
H -1.4487 3.4760 2.4442 0.1 0.0 0.0
H 0.4353 0.5280 1.6003 0.2 -0.3 -0.1
H -5.9018 -2.4758 -1.5823 -0.3 0.2 -0.2
H -1.0284 4.6881 -6.7861 0.1 -0.5 -0.3
H 1.7148 -4.2712 3.6432 -0.2 0.2 -0.8
H -5.2579 -1.3817 -2.8648 -0.2 0.1 0.3
H -1.0873 2.1250 5.8565 0.0 0.0 0.0
H -4.2755 3.8680 0.3170 0.1 0.1 -0.2
H 5.4989 -5.3974 -2.4799 0.4 0.1 0.0
H 1.2764 -1.8480 -0.1812 0.2 0.0 0.4
H -4.2924 0.4016 2.0603 -0.1 0.0 0.1
H -3.4777 -2.0214 6.4071 0.1 0.1 -0.1
H -0.5516 -2.1049 3.6060 0.3 0.0 0.1
H 4.1221 -5.1863 -1.4593 0.0 0.1 0.2
H 3.8601 -3.0971 1.0166 -0.2 0.3 -0.6
H -3.6161 7.3223 -0.7186 0.5 -0.5 -1.0
H -6.2822 4.4439 -2.9245 -0.1 -0.2 0.0
H 2.2930 -4.7089 -5.4560 0.6 0.4 0.3
H -6.4263 1.6291 2.2885 -0.1 0.0 0.0
H 2.0407 -3.1856 1.0606 0.3 0.3 0.8
H -2.9480 4.1105 1.3692 0.5 0.6 -0.5
H 6.1501 2.1348 0.0649 -0.1 0.1 -0.4
H -1.2537 4.3931 -1.1443 0.6 0.3 -0.2
H 0.0160 2.7089 2.9044 0.5 -0.1 -0.5
H -0.6462 -0.8507 1.3045 0.3 -0.3 -0.3
H 1.9091 -4.6974 -1.8666 0.7 0.5 0.1
H 0.1570 2.8189 -3.7819 0.0 -0.1 0.1
H -1.4251 -7.3061 0.3364 0.0 0.0 0.2
H -1.7740 4.0336 -5.2879 -0.2 0.1 -0.3
H 1.8388 0.0870 7.2819 0.0 -0.1 -0.2
H 3.0643 -3.1816 3.4932 0.1 0.0 -0.5
H 1.0107 -5.4007 -4.6132 -0.3 0.3 0.3
H -1.2441 1.9204 -4.3867 -0.1 0.2 0.0
H 5.1742 -1.7641 -2.4401 -0.1 0.0 0.2
H 5.6758 0.7157 0.8840 -0.3 0.2 0.6
H -3.3641 -0.8487 -1.3896 0.3 0.1 0.1
H -3.8575 -2.2575 3.5637 -0.1 0.0 0.2
H 2.1561 -0.8827 -1.3243 -0.5 0.7 -0.4
H 0.3632 4.3930 4.6544 0.0 0.0 0.0
H 4.0925 3.4676 2.9168 0.0 0.4 -0.2
```
Positions in Å, forces in eV/Å.

Summary:
E_LUMO in Ha: 0.0075
E_HOMO in eV: -7.9
Relative energy (zero: lowest compared OMol25 entry of this formula, charge and spin) in kJ/mol: 992.27
Gap between HOMO and LUMO in eV: 8.15